No. 1
Below is a molecular structure, C32H49IIrN2O4SSi2, with properties calculated with ωB97M-V/def2-TZVPD.

Properties
- LUMO energy (spin up / spin down) (eV) = -3.44 / -5.48
- multiplicity = 5
- charge = +1
- Kohn-Sham gap (spin up / spin down) (eV) = 6.368 / 5.558

Each line ends with the Löwdin charge.
CARTESIAN COORDINATES (ANGSTROEM)
Ir -8.59 -16.83 -5.86  0.959
C -7.16 -15.98 -9.69  -0.041
C -7.95 -16.55 -10.84  -0.611
C -7.14 -17.51 -11.76  -0.018
C -8.70 -15.49 -11.60  -0.021
O -8.91 -17.46 -10.21  -0.161
Si -10.31 -17.51 -9.35  -0.003
S -10.19 -17.60 -7.10  0.263
O -11.11 -18.86 -9.79  -0.167
C -11.76 -20.19 -9.81  -0.605
C -10.59 -21.17 -9.99  -0.027
C -12.56 -20.14 -11.11  -0.043
C -12.69 -20.39 -8.62  -0.017
O -11.12 -16.13 -9.51  -0.175
C -12.11 -15.14 -9.02  -0.626
C -11.96 -14.03 -10.04  -0.036
C -13.46 -15.78 -9.06  -0.036
C -11.73 -14.64 -7.64  -0.068
H -6.32 -15.39 -10.10  0.095
H -6.76 -16.81 -9.07  0.065
H -7.79 -15.37 -9.06  0.073
H -6.24 -17.01 -12.14  0.089
H -7.79 -17.93 -12.60  0.109
H -6.81 -18.39 -11.13  0.092
H -7.96 -14.83 -12.07  0.102
H -9.35 -14.93 -10.94  0.052
H -9.39 -15.94 -12.35  0.109
H -9.98 -20.84 -10.86  0.100
H -11.03 -22.20 -10.13  0.111
H -9.95 -21.18 -9.11  0.076
H -11.92 -19.92 -11.99  0.099
H -13.33 -19.36 -11.03  0.085
H -13.16 -21.07 -11.24  0.101
H -12.11 -20.21 -7.72  0.066
H -13.00 -21.44 -8.64  0.096
H -13.56 -19.71 -8.64  0.096
H -12.25 -14.39 -11.05  0.100
H -10.91 -13.65 -10.08  0.090
H -12.70 -13.24 -9.79  0.101
H -13.69 -16.20 -10.09  0.115
H -14.25 -15.06 -8.73  0.103
H -13.57 -16.65 -8.35  0.097
H -10.67 -14.26 -7.69  0.086
H -11.72 -15.44 -6.89  0.028
H -12.36 -13.84 -7.23  0.099
C -6.44 -19.44 -7.83  -0.166
Si -6.35 -19.20 -5.96  0.428
C -4.56 -19.59 -5.65  -0.195
C -7.35 -20.48 -5.02  -0.173
N -6.58 -17.39 -5.68  -0.132
C -5.78 -16.57 -4.89  -0.376
C -5.37 -16.77 -3.55  0.069
C -4.85 -15.51 -2.95  -0.155
C -5.28 -13.44 -3.60  -0.157
C -6.65 -13.40 -4.18  -0.078
C -6.78 -14.43 -5.36  -0.366
O -7.09 -14.08 -6.67  -0.074
C -7.41 -12.77 -6.86  -0.287
C -6.58 -11.89 -7.58  -0.004
C -6.96 -10.56 -7.76  -0.072
C -8.20 -10.12 -7.33  -0.074
C -9.08 -10.96 -6.60  -0.052
C -8.65 -12.26 -6.38  -0.046
H -5.84 -20.35 -7.99  0.034
H -5.89 -18.59 -8.30  0.040
H -7.45 -19.62 -8.25  0.028
H -4.18 -20.39 -6.36  0.060
H -4.18 -19.86 -4.63  0.048
H -3.99 -18.66 -5.87  0.030
H -6.75 -21.37 -4.74  0.050
H -8.27 -20.75 -5.58  0.039
H -7.70 -20.07 -4.08  0.015
H -5.46 -17.73 -3.07  0.117
H -4.02 -15.68 -2.25  0.159
H -4.78 -12.47 -3.30  0.182
H -7.13 -12.44 -4.40  0.155
H -5.64 -12.31 -7.99  0.079
H -6.20 -9.87 -8.12  0.112
H -8.45 -9.09 -7.52  0.100
H -10.05 -10.58 -6.23  0.118
H -9.28 -12.97 -5.82  0.118
I -4.09 -14.84 -7.10  0.987
C -5.40 -15.19 -5.33  -0.532
C -4.53 -14.60 -4.19  -0.248
C -5.76 -14.34 -2.46  -0.098
C -7.26 -14.18 -2.94  -0.118
C -8.14 -15.14 -3.52  -0.012
N -7.92 -15.32 -4.82  -0.141
H -3.46 -14.43 -4.40  0.113
H -5.56 -14.03 -1.42  0.150
H -7.76 -13.52 -2.19  0.171
H -8.89 -15.74 -2.97  0.149


No. 2
Below is a molecular structure, C32H49IrN4O6P2, with properties calculated with ωB97M-V/def2-TZVPD.

Properties
- LUMO energy (spin up / spin down) (eV) = -7.25 / -11.70
- multiplicity = 6
- charge = +3
- Kohn-Sham gap (spin up / spin down) (eV) = 7.412 / 4.357

Each line ends with the Löwdin charge.
CARTESIAN COORDINATES (ANGSTROEM)
Ir 0.45 -0.19 1.02  1.406
C 3.90 -3.91 2.14  -0.024
C 3.07 -3.01 1.22  -0.384
C 2.69 -3.73 -0.07  -0.040
C 1.87 -2.50 1.98  -0.198
C 0.80 -3.35 2.30  0.027
C -0.24 -2.93 3.11  -0.006
C -0.31 -1.63 3.60  -0.268
C -1.40 -1.20 4.53  -0.013
C 0.72 -0.73 3.25  -0.152
C 1.83 -1.18 2.47  -0.175
H 4.82 -4.22 1.63  0.098
H 3.35 -4.82 2.40  0.094
H 4.18 -3.41 3.06  0.094
H 3.69 -2.14 0.97  0.124
H 2.20 -4.68 0.14  0.092
H 3.58 -3.94 -0.66  0.102
H 1.99 -3.14 -0.68  0.064
H 0.82 -4.37 1.96  0.136
H -1.01 -3.64 3.39  0.136
H -1.63 -0.14 4.42  0.081
H -1.07 -1.35 5.57  0.114
H -2.30 -1.79 4.40  0.083
H 0.76 0.24 3.73  0.131
H 2.71 -0.55 2.41  0.116
O 2.44 -0.31 -0.37  -0.084
C 2.84 0.73 -1.21  -0.217
C 0.85 1.52 -1.76  -0.442
O 1.01 2.32 -2.58  0.215
O 0.14 0.89 -1.02  -0.024
C 3.11 0.38 -2.58  -0.173
C 2.52 -0.76 -3.17  -0.022
C 2.78 -1.09 -4.48  -0.040
C 3.63 -0.29 -5.24  -0.022
C 4.22 0.84 -4.68  -0.021
C 3.96 1.17 -3.37  0.019
C 3.47 1.82 -0.45  -0.166
C 3.46 3.15 -0.89  -0.031
C 4.11 4.14 -0.16  -0.040
C 4.78 3.82 1.01  -0.038
C 4.80 2.50 1.45  -0.042
C 4.15 1.51 0.74  -0.016
H 2.43 -1.15 -0.86  0.078
H 1.81 -1.39 -2.63  0.108
H 2.33 -1.97 -4.91  0.119
H 3.84 -0.56 -6.27  0.124
H 4.89 1.45 -5.27  0.126
H 4.46 2.03 -2.93  0.121
H 2.94 3.42 -1.80  0.110
H 4.10 5.16 -0.52  0.120
H 5.30 4.58 1.56  0.122
H 5.35 2.24 2.35  0.120
H 4.22 0.48 1.06  0.103
C -4.85 2.78 0.86  -0.019
N -3.60 2.38 1.51  -0.168
C -3.40 2.88 2.86  -0.013
P -2.37 1.63 0.65  0.463
O -1.27 1.25 1.58  -0.324
O -3.05 0.51 -0.17  -0.231
P -2.58 -1.10 -0.54  0.552
O -1.17 -1.26 -0.11  -0.362
N -2.81 -1.10 -2.14  -0.293
C -3.96 -0.51 -2.82  -0.074
C -2.03 -2.04 -2.96  -0.046
N -3.62 -2.03 0.26  -0.282
C -4.92 -2.43 -0.29  -0.043
C -3.47 -2.23 1.70  -0.062
N -1.97 2.85 -0.40  -0.200
C -1.09 3.92 0.05  -0.016
C -2.58 3.04 -1.71  -0.014
H -4.89 3.87 0.82  0.121
H -5.68 2.43 1.47  0.123
H -4.92 2.36 -0.14  0.084
H -3.44 3.97 2.86  0.120
H -2.45 2.53 3.26  0.086
H -4.23 2.52 3.48  0.124
H -4.57 0.07 -2.14  0.077
H -4.58 -1.29 -3.26  0.100
H -3.60 0.13 -3.63  0.100
H -1.15 -2.37 -2.42  0.076
H -1.72 -1.53 -3.87  0.101
H -2.64 -2.91 -3.23  0.102
H -4.85 -2.59 -1.36  0.079
H -5.69 -1.69 -0.08  0.100
H -5.21 -3.38 0.17  0.105
H -2.46 -1.96 2.00  0.045
H -3.64 -3.29 1.93  0.109
H -4.20 -1.64 2.25  0.103
H -0.54 3.62 0.93  0.097
H -1.67 4.82 0.26  0.116
H -0.39 4.15 -0.76  0.109
H -3.32 2.28 -1.91  0.074
H -1.79 2.98 -2.46  0.114
H -3.03 4.04 -1.76  0.120